Record 1
Formula: C2H8N2
Source: OMol25
Level of theory: wB97M-V/def2-TZVPD

XYZ file:
```
12
Properties=species:S:1:pos:R:3:lowdin_charge:R:1
C -4.51816 -2.55456 -5.02794 -0.0493
H -4.03079 -3.47324 -5.28595 0.0035
H -3.81050 -1.78596 -4.74179 0.0150
H -5.18855 -2.18036 -5.79491 0.0141
H -5.14793 -2.91038 -4.20792 0.0167
N 2.40700 1.13045 3.11223 0.0769
C 2.13078 1.18412 1.77755 -0.4075
N 1.02355 0.83405 1.25574 0.0423
H 3.33929 1.06771 3.35919 0.0542
H 1.72119 0.64573 3.66756 0.0949
H 2.91682 1.66148 1.18100 0.1136
H 1.19686 0.76094 0.25748 0.0256
```

Values from the calculation:
HOMO, eV: -9.3
Structure (SMILES): [H]/N=C/N.C
LUMO, Eh: 0.03990
Energy relative to the best compared isomer or geometry (same formula, charge and spin), kJ/mol: 26.7

Record 2
Formula: H13O6
Source: OMol25
Level of theory: wB97M-V/def2-TZVPD

XYZ file:
```
19
Properties=species:S:1:pos:R:3:lowdin_charge:R:1
O 3.71203 1.83803 -0.22055 -0.0998
H 4.57347 1.83853 0.25153 0.0691
H 3.99390 1.91808 -1.14849 0.0547
O -1.84074 -5.02227 -0.73432 -0.0904
H -1.82787 -5.80268 -0.15313 0.0387
H -2.59730 -5.22192 -1.30754 0.0337
O -0.85936 2.07357 1.65287 -0.1982
H -0.78392 2.26237 2.60338 0.0161
H -1.80975 2.02976 1.45780 0.0070
O 0.43317 -0.43263 -0.70198 -0.0798
H 0.78778 -1.15586 -1.18907 0.0527
H -0.52662 -0.34025 -0.86611 0.0242
O -2.29866 -0.11970 -0.32967 -0.1456
H -2.16479 -0.53347 0.53264 0.0098
H -3.02777 -0.56406 -0.81391 0.0533
O 1.02218 1.87917 0.10882 0.0575
H 0.94244 0.90799 -0.18522 0.0597
H 1.93451 2.22278 0.24645 0.0846
H 0.33729 2.22255 0.79649 0.0528
```

Values from the calculation:
HOMO (alpha / beta), eV: -2.5 / -11.7
Multiplicity: 2
LUMO (alpha / beta), Eh: 0.00889 / 0.00449
Energy relative to the best compared isomer or geometry (same formula, charge and spin), kJ/mol: 81.2
<S²>: 0.750

Record 3
Formula: C6H11NOS
Source: OMol25
Level of theory: wB97M-V/def2-TZVPD

XYZ file:
```
20
Properties=species:S:1:pos:R:3:lowdin_charge:R:1
C -0.10033 -0.87409 -0.15421 -0.0472
C -0.58689 0.33839 0.41596 -0.3442
C -0.13767 0.46199 -2.02501 -0.2896
C 0.14768 1.22196 2.62252 -0.1260
C 1.00721 -1.64265 -2.25274 -0.0624
C -0.93378 0.53587 1.88427 -0.3273
N 0.07797 -0.84389 -1.51467 -0.2844
O 0.17199 2.73311 -0.20742 -0.5289
S -0.78258 1.73551 -0.72626 0.9451
H 0.07435 -1.78054 0.36143 0.1173
H 0.78151 0.90584 -2.28989 0.0684
H -0.80680 0.34434 -3.02896 0.1542
H 0.22851 2.13312 2.01406 0.0557
H 1.07071 0.55183 2.52886 0.1084
H -0.26438 1.34082 3.63528 0.0810
H 1.97529 -1.28245 -1.91229 0.0932
H 0.88075 -2.70345 -1.99550 0.0962
H 0.89947 -1.54782 -3.33208 0.0901
H -1.85147 1.12061 1.96162 0.1045
H -1.20915 -0.30332 2.49349 0.0959
```

Values from the calculation:
HOMO, eV: -7.9
LUMO, Eh: 0.02683
Energy relative to the best compared isomer or geometry (same formula, charge and spin), kJ/mol: 296.9

Record 4
Formula: C5H10O2
Source: OMol25
Level of theory: wB97M-V/def2-TZVPD

XYZ file:
```
17
Properties=species:S:1:pos:R:3:lowdin_charge:R:1
C 2.40973 0.41409 -0.09435 -0.0885
O 1.09144 0.34049 -0.59803 -0.1384
C 0.37769 -0.64270 0.07165 -0.3294
C -0.26662 -0.31711 1.39637 -0.0386
C -1.08328 -0.52191 0.16539 -0.2517
C -1.97398 0.45756 -0.56035 -0.2181
O -1.65930 0.88938 -1.86622 -0.0469
H 2.93111 -0.54749 -0.21340 0.0931
H 2.40285 0.67544 0.97276 0.0915
H 2.93695 1.18397 -0.65901 0.0910
H 0.70628 -1.66181 -0.11760 0.1509
H -0.39774 -1.10201 2.13003 0.1018
H -0.14301 0.69170 1.78027 0.1188
H -1.52339 -1.58568 0.17153 0.1583
H -2.59539 -0.44688 -0.56708 0.1014
H -2.50958 1.24846 -0.01269 0.1281
H -0.70377 0.92449 -1.99929 0.0766
```

Values from the calculation:
HOMO, eV: -9.3
Structure (SMILES): CO[C@H]1C[C@H]1CO
LUMO, Eh: 0.03509
Energy relative to the best compared isomer or geometry (same formula, charge and spin), kJ/mol: 371.4

Record 5
Formula: F2NOP
Source: OMol25
Level of theory: wB97M-V/def2-TZVPD

XYZ file:
```
5
Properties=species:S:1:pos:R:3:lowdin_charge:R:1
N 0.02365 -0.15442 0.87562 -0.2479
O -0.81720 -0.94670 1.21239 -0.0295
F 1.06481 1.40661 -0.66766 -0.2647
F -0.47644 -0.03014 -1.59658 -0.2493
P 0.76955 -0.16626 -0.63128 0.7914
```

Values from the calculation:
HOMO (alpha / beta), eV: -9.6 / -9.9
Structure (SMILES): O=NP(F)F
LUMO (alpha / beta), Eh: -0.05019 / -0.05746
Energy relative to the best compared isomer or geometry (same formula, charge and spin), kJ/mol: 5.1

Record 6
Formula: C51H107N5O27S5
Source: OMol25
Level of theory: wB97M-V/def2-TZVPD

XYZ file:
```
195
Properties=species:S:1:pos:R:3:lowdin_charge:R:1
C -4.86033 -3.31772 5.36108 0.0476
C -4.57038 -2.12546 4.43864 -0.3492
O -4.70237 -0.98168 4.92553 0.1874
N -4.24131 -2.36803 3.11573 0.2449
C -4.06632 -1.31013 2.13625 0.0372
H -5.91433 -3.55406 5.50711 0.1069
H -4.40837 -3.05329 6.31707 0.1050
H -4.35821 -4.21260 4.99345 0.0609
H -4.16914 -3.25985 2.64717 0.1198
H -4.97670 -0.71133 2.10905 0.1287
H -3.95251 -1.78030 1.15947 0.0938
H -3.22709 -0.63780 2.31451 0.1187
C 2.45218 6.31213 -0.98868 0.0096
C 1.77042 7.50734 -1.70163 -0.4992
O 0.54151 7.60361 -1.54045 0.0003
N 2.47546 8.38387 -2.40722 0.0106
C 3.87654 8.47654 -2.62191 -0.0833
H 3.31760 6.49669 -0.35223 0.0665
H 2.67528 5.46629 -1.63899 0.0848
H 1.72544 5.86965 -0.30739 0.0425
H 1.91064 9.06761 -2.89052 0.1496
H 4.14517 9.51614 -2.80946 0.0889
H 4.22602 7.88470 -3.46789 0.0903
H 4.43574 8.29927 -1.70324 0.0836
C -5.59963 -2.06349 -1.87521 0.0005
C -4.44150 -1.53971 -2.67580 -0.5579
O -3.68738 -2.34067 -3.19515 0.0496
N -4.33370 -0.19926 -2.79989 0.0196
C -3.28710 0.37203 -3.58492 -0.0824
H -5.37573 -3.08824 -1.57880 0.0864
H -6.55814 -2.10103 -2.39284 0.0900
H -5.83373 -1.38300 -1.05653 0.0629
H -4.86442 0.39595 -2.18008 0.1371
H -2.35731 -0.16922 -3.40994 0.0514
H -3.11254 1.42216 -3.35065 0.0951
H -3.45526 0.25726 -4.65574 0.0931
C 2.03627 -2.37937 -3.42693 -0.0001
C 0.96815 -2.64720 -4.49377 -0.5420
O 1.16555 -3.55877 -5.30963 0.0186
N -0.17409 -1.97190 -4.38563 0.0461
C -1.29402 -2.14536 -5.32079 -0.0557
H 2.61490 -3.29886 -3.33844 0.0621
H 1.59655 -2.19686 -2.44640 0.0491
H 2.69429 -1.58218 -3.77277 0.0879
H -0.35032 -1.48156 -3.52040 0.0786
H -1.97561 -1.29478 -5.32733 0.0501
H -1.80756 -3.08056 -5.09768 0.0660
H -0.96755 -2.20047 -6.35929 0.0911
C -1.57788 -7.87324 -4.90586 0.0013
C -2.17047 -7.80110 -3.52827 -0.5832
O -2.88140 -8.72862 -3.15602 0.0159
N -1.97302 -6.79970 -2.70291 0.0411
C -1.48553 -5.48730 -3.17202 -0.0528
H -1.83531 -8.83506 -5.34940 0.0876
H -0.49266 -7.77673 -4.93873 0.0849
H -1.96646 -7.05563 -5.51300 0.0802
H -2.25948 -6.78054 -1.73458 0.0833
H -1.62371 -5.19349 -4.21254 0.0711
H -0.39554 -5.48378 -3.16769 0.0680
H -1.84054 -4.64849 -2.57331 0.0658
C 4.45591 8.77025 2.40298 -0.0437
C 3.44678 8.06205 3.36212 -0.2206
O 2.93176 6.96445 2.69037 -0.0150
C 3.65144 5.78018 2.69058 -0.6173
O 4.62456 5.54719 3.35876 0.1489
O 3.11819 5.00269 1.83468 0.0039
C 3.47391 3.65154 1.76252 -0.0470
H 4.83148 9.67926 2.87283 0.0740
H 3.94038 9.14289 1.51784 0.0661
H 5.27285 8.18788 1.97691 0.0774
H 2.58246 8.68269 3.59847 0.1226
H 3.87561 7.74373 4.31232 0.1213
H 4.55006 3.48694 1.81642 0.0904
H 3.27175 3.21766 0.78325 0.0837
H 3.10061 2.98746 2.54210 0.0868
C -0.32145 3.22203 -0.27533 -0.0304
C 0.16985 1.79966 -0.51614 -0.1972
O -0.76674 0.83319 -0.12935 0.0689
C -0.76217 -0.35111 -0.63227 -0.6624
O -0.08008 -0.69858 -1.61783 0.0562
O -1.38937 -1.18163 0.03748 0.0513
C -1.51396 -2.58491 -0.31694 0.0162
H -0.27238 3.49294 0.77933 0.0608
H -1.27829 3.30066 -0.79142 0.0875
H 0.31026 3.91160 -0.83527 0.0769
H 1.09134 1.59521 0.02897 0.1122
H 0.40009 1.59354 -1.56143 0.1126
H -1.94782 -3.16118 0.50024 0.0615
H -0.56309 -3.08074 -0.51211 0.0756
H -2.06176 -2.77597 -1.23972 0.0838
C 0.28472 1.36161 -4.55785 -0.0663
C -0.14241 1.28210 -6.00308 -0.2240
O 1.04149 1.55771 -6.74468 0.0420
C 1.32651 0.82927 -7.84648 -0.6062
O 0.80806 -0.21605 -8.19205 0.1169
O 2.08659 1.53102 -8.61404 0.0156
C 2.73233 0.94083 -9.77334 0.0011
H 1.14075 0.73043 -4.31929 0.0789
H -0.55027 1.07459 -3.91871 0.0466
H 0.61411 2.39543 -4.45389 0.0843
H -0.95719 1.97654 -6.20796 0.1259
H -0.70482 0.36691 -6.18802 0.0950
H 3.30260 0.04571 -9.52504 0.0999
H 3.32077 1.67992 -10.31703 0.0963
H 1.90777 0.58767 -10.39258 0.0928
C -4.03645 1.90526 3.98801 -0.0708
C -3.57874 3.20290 3.32152 -0.1836
O -2.54299 3.92589 4.04990 0.0257
C -1.23110 3.56066 3.87949 -0.4848
O -0.83529 2.70435 3.05353 0.0612
O -0.41119 4.38524 4.52520 0.0234
C 0.92913 4.18909 4.45763 -0.0685
H -4.14016 1.94027 5.07250 0.0902
H -3.32371 1.11630 3.74793 0.0419
H -5.03884 1.62224 3.66677 0.0760
H -4.42581 3.88886 3.31451 0.1219
H -3.25247 3.03126 2.29576 0.1117
H 1.31748 4.27854 3.44309 0.0869
H 1.27577 3.30107 4.98618 0.0934
H 1.46569 5.01356 4.92717 0.1123
C 3.48539 -6.52121 -1.01950 -0.1635
C 2.37213 -5.41476 -1.37145 -0.1784
C 1.31182 -5.34103 -0.23938 -0.1889
S 2.18112 -5.86787 1.34338 0.7390
O 1.44961 -6.82246 2.12750 -0.3249
O 2.74750 -4.59465 1.88816 -0.3744
C 3.60984 -6.67268 0.50815 -0.2096
H 4.40737 -6.14805 -1.46538 0.1117
H 3.17512 -7.48314 -1.42758 0.1111
H 2.07683 -5.57344 -2.40861 0.1090
H 2.85346 -4.44376 -1.25482 0.0721
H 0.56997 -6.11024 -0.45400 0.0811
H 0.70383 -4.44721 -0.09955 0.0671
H 3.58051 -7.69953 0.87260 0.0960
H 4.50914 -6.20988 0.91458 0.0971
C -3.52778 -6.93231 3.72885 -0.2230
C -2.18391 -6.23878 4.06130 -0.1817
C -1.79012 -5.42847 2.80878 -0.1796
S -2.86470 -5.93965 1.32667 0.7932
O -2.06103 -6.37498 0.19518 -0.3225
O -3.79581 -4.76399 1.20699 -0.3890
C -3.58349 -7.35913 2.24307 -0.1952
H -4.32854 -6.19279 3.72618 0.0817
H -3.81481 -7.64504 4.50198 0.1253
H -1.51976 -7.08982 4.21212 0.1189
H -2.23467 -5.73152 5.02473 0.1140
H -0.73326 -5.63868 2.64461 0.0770
H -1.82146 -4.33895 2.80000 0.0517
H -3.09821 -8.32671 2.11502 0.1165
H -4.57767 -7.58065 1.85493 0.1085
C 2.63068 -0.79974 4.46553 -0.1786
C 1.66556 0.39291 3.99784 -0.1511
C 0.23943 -0.21705 3.68871 -0.2001
S 0.28920 -2.05472 3.80914 0.7020
O -0.10639 -2.64393 2.53069 -0.3579
O -0.31209 -2.52108 5.03960 -0.3335
C 2.14008 -2.09800 3.86243 -0.2197
H 2.36107 -0.85460 5.52024 0.1112
H 3.65693 -0.47381 4.29619 0.1157
H 2.00910 0.75331 3.02821 0.0864
H 1.57817 1.24182 4.67594 0.0880
H 0.04055 -0.00916 2.63737 0.0759
H -0.64812 0.12175 4.22309 0.0873
H 2.35820 -2.09647 2.79447 0.0586
H 2.49708 -3.04869 4.25844 0.1127
C -2.52258 5.91174 0.77461 -0.2102
C -1.14647 6.64204 0.86812 -0.1858
C -1.03412 7.21920 2.29639 -0.1822
S -2.74131 7.72712 2.82279 0.7345
O -2.94472 9.15985 2.48677 -0.3496
O -3.15006 7.17246 4.10987 -0.3492
C -3.58130 6.66659 1.57087 -0.2057
H -2.43212 4.87821 1.10888 0.0740
H -2.80891 5.79680 -0.27081 0.1135
H -1.18804 7.46323 0.15256 0.1013
H -0.30194 5.99977 0.61842 0.0817
H -0.31329 7.97665 2.60424 0.1027
H -0.83282 6.35895 2.93478 0.0742
H -3.96740 7.44211 0.90936 0.0979
H -4.34879 6.11383 2.11264 0.0893
C 3.56426 -1.74394 -0.12388 -0.2344
C 4.61870 -1.83717 0.94583 -0.2120
C 5.83462 -0.98228 0.45857 -0.1982
S 5.20552 0.41146 -0.51158 0.7133
O 5.53215 0.37349 -1.91420 -0.3066
O 5.15427 1.67062 0.21285 -0.3395
C 3.46652 -0.25669 -0.38209 -0.2104
H 2.63364 -2.04239 0.35879 0.1056
H 3.85761 -2.35106 -0.98030 0.1144
H 4.99657 -2.83641 1.16225 0.1161
H 4.18913 -1.53471 1.90086 0.0917
H 6.52444 -1.58638 -0.13075 0.1045
H 6.48299 -0.71977 1.29452 0.1041
H 2.98838 0.08847 -1.29880 0.0976
H 3.03966 0.19360 0.51408 0.0834
```

Values from the calculation:
HOMO (alpha / beta), eV: -10.4 / -10.4
Multiplicity: 2
Charge: +1
LUMO (alpha / beta), Eh: -0.11852 / -0.31454
<S²>: 0.783

Record 7
Formula: CH5N3O
Source: OMol25
Level of theory: wB97M-V/def2-TZVPD

XYZ file:
```
10
Properties=species:S:1:pos:R:3:lowdin_charge:R:1
C 0.27770 -0.22961 -0.50612 -0.4508
H -0.26602 1.35035 2.19608 0.0651
H -1.69748 1.35127 1.48340 0.1528
H -0.33993 1.83640 -0.43630 0.0991
H -0.16394 -2.49206 -0.24304 0.1304
H -0.26521 -1.30873 1.03245 0.0046
N -0.66065 0.82227 1.40821 -0.0373
N -0.19789 1.00236 0.03389 -0.0238
N -0.29326 -1.47816 0.07862 0.0928
O 1.14113 -0.22312 -1.45511 -0.0330
```

Values from the calculation:
HOMO, eV: -9.5
Structure (SMILES): NNC(N)=O
LUMO, Eh: 0.02585
Energy relative to the best compared isomer or geometry (same formula, charge and spin), kJ/mol: 172.0

Record 8
Formula: C7H14O
Source: OMol25
Level of theory: wB97M-V/def2-TZVPD

XYZ file:
```
22
Properties=species:S:1:pos:R:3:lowdin_charge:R:1
C -0.21423 -0.22632 1.94937 0.0479
O -0.45480 1.21271 -1.36288 -0.0099
C -0.97888 0.15363 0.79744 -0.3406
C -1.82984 -0.91946 0.17793 -0.0667
C 0.20676 0.81289 -0.30265 -0.5858
C 0.87314 1.97692 0.48590 0.0048
C 1.21573 -0.31749 -0.62495 -0.1719
C 0.91391 -0.99591 -1.98065 -0.0937
H -0.19938 -1.33570 2.07189 0.0964
H 1.95413 1.97015 0.45666 0.0768
H -0.54373 0.13307 2.92237 0.0854
H -1.61360 1.01898 1.06293 0.1505
H -1.28793 -1.68663 -0.38253 0.0727
H -2.40037 -1.47270 0.93367 0.0847
H -2.53182 -0.54510 -0.57659 0.0953
H 0.41051 2.95420 0.40541 0.0893
H 0.71110 1.48470 1.48746 0.0592
H 1.16884 -0.88849 0.32419 0.0935
H 2.28885 -0.07978 -0.75485 0.1161
H -0.12245 -1.37264 -1.99940 0.0617
H 0.68171 -0.28737 -2.76223 0.0635
H 1.75235 -1.58965 -2.32850 0.0708
```

Values from the calculation:
HOMO, eV: -8.8
LUMO, Eh: -0.07601
Energy relative to the best compared isomer or geometry (same formula, charge and spin), kJ/mol: 583.5